Record 1
{
  "formula": "C31H49ClF7N8",
  "method": "ωB97M-V with the def2-TZVPD basis set",
  "e_homo_ev": -12.4,
  "total_charge": 1,
  "elements": ["C", "C", "N", "C", "N", "N", "C", "C", "F", "F", "C", "F", "F", "C", "F", "F", "F", "C", "C", "C", "C", "Cl", "H", "H", "H", "H", "H", "H", "H", "H", "H", "H", "H", "H", "H", "H", "C", "C", "C", "C", "N", "H", "H", "H", "H", "H", "H", "H", "C", "C", "C", "C", "N", "H", "H", "H", "H", "H", "H", "H", "C", "C", "C", "C", "N", "H", "H", "H", "H", "H", "H", "H", "C", "C", "C", "C", "N", "H", "H", "H", "H", "H", "H", "H", "C", "C", "C", "C", "N", "H", "H", "H", "H", "H", "H", "H"],
  "positions_angstrom": [[1.01, -1.73, 6.22], [2.09, -0.66, 5.71], [2.87, -1.11, 4.49], [3.54, -2.37, 4.35], [4.22, -2.46, 3.07], [5.00, -3.45, 2.52], [3.92, -1.17, 2.45], [4.54, -0.85, 1.02], [4.26, -1.95, 0.12], [3.93, 0.30, 0.39], [6.14, -0.68, 1.02], [6.45, 0.34, 0.06], [6.76, -1.90, 0.66], [6.78, -0.22, 2.42], [6.14, 0.90, 3.01], [6.94, -1.29, 3.35], [8.12, 0.21, 2.13], [3.05, -0.25, 3.32], [2.51, 1.24, 3.07], [1.00, 1.24, 2.47], [0.05, 2.35, 3.14], [0.20, -0.41, 2.74], [0.71, -2.50, 5.44], [0.11, -1.12, 6.62], [1.46, -2.26, 7.13], [1.64, 0.39, 5.58], [2.88, -0.56, 6.55], [3.61, -3.27, 5.05], [4.41, -4.16, 2.06], [5.66, -3.86, 3.19], [3.26, 1.82, 2.41], [2.47, 1.73, 4.12], [1.08, 1.43, 1.34], [-0.57, 2.82, 2.30], [0.61, 3.20, 3.66], [-0.67, 1.81, 3.85], [0.99, -0.56, -2.84], [1.03, -1.22, -1.47], [-0.34, -1.29, -0.79], [-0.88, 0.10, -0.59], [-1.30, 1.20, -0.42], [0.66, 0.48, -2.77], [1.98, -0.56, -3.29], [0.31, -1.09, -3.51], [1.74, -0.68, -0.83], [1.43, -2.24, -1.58], [-0.25, -1.79, 0.18], [-1.04, -1.86, -1.41], [-1.51, -6.10, 6.05], [-0.45, -6.86, 6.83], [0.45, -5.94, 7.67], [1.17, -4.98, 6.76], [1.74, -4.22, 6.05], [-1.07, -5.42, 5.32], [-2.15, -6.80, 5.49], [-2.15, -5.52, 6.72], [0.16, -7.44, 6.14], [-0.94, -7.58, 7.50], [1.18, -6.53, 8.22], [-0.15, -5.38, 8.39], [-4.24, 0.08, -2.29], [-5.75, 0.02, -2.42], [-6.43, -0.57, -1.18], [-5.94, -1.98, -0.95], [-5.56, -3.08, -0.78], [-3.80, -0.91, -2.19], [-3.81, 0.54, -3.19], [-3.93, 0.68, -1.43], [-6.01, -0.58, -3.30], [-6.14, 1.03, -2.59], [-7.51, -0.58, -1.31], [-6.20, 0.03, -0.29], [-1.39, 3.60, -2.47], [-0.54, 4.53, -3.32], [-1.16, 4.82, -4.69], [-1.32, 3.53, -5.46], [-1.44, 2.51, -6.07], [-1.50, 2.61, -2.93], [-0.92, 3.44, -1.49], [-2.38, 4.02, -2.31], [0.46, 4.08, -3.46], [-0.39, 5.47, -2.79], [-0.52, 5.50, -5.26], [-2.14, 5.29, -4.58], [-2.97, 4.93, -10.71], [-2.82, 4.01, -9.50], [-3.73, 4.41, -8.33], [-3.38, 5.80, -7.88], [-3.10, 6.89, -7.51], [-2.68, 5.96, -10.47], [-2.33, 4.59, -11.52], [-4.00, 4.94, -11.07], [-1.78, 4.01, -9.18], [-3.06, 2.99, -9.80], [-3.59, 3.72, -7.50], [-4.78, 4.39, -8.64]]
}

=====

Record 2
{
  "formula": "C13H21O7Tl",
  "method": "ωB97M-V with the def2-TZVPD basis set",
  "e_homo_ev": -15.6,
  "total_charge": 2,
  "de_lowest_ev": 0.000,
  "elements": ["Tl", "C", "O", "H", "H", "H", "O", "C", "O", "C", "C", "C", "H", "H", "H", "H", "H", "H", "O", "C", "O", "C", "C", "C", "H", "H", "H", "H", "H", "H", "O", "C", "O", "C", "C", "C", "H", "H", "H", "H", "H", "H"],
  "positions_angstrom": [[25.44, 23.33, 4.55], [25.53, 19.54, 6.31], [25.52, 20.44, 5.18], [26.57, 19.32, 6.56], [25.05, 19.85, 7.24], [25.04, 18.60, 6.05], [26.54, 25.59, 3.07], [26.54, 26.65, 2.50], [26.38, 26.79, 1.15], [26.40, 28.12, 0.76], [26.61, 28.95, 2.07], [26.48, 27.95, 3.17], [25.39, 28.33, 0.40], [27.16, 28.33, 0.01], [25.92, 29.79, 2.15], [27.56, 29.48, 2.04], [25.51, 28.09, 3.64], [27.11, 27.89, 4.05], [24.25, 23.06, 7.18], [24.86, 23.47, 8.14], [26.17, 23.41, 8.22], [26.74, 24.35, 8.98], [25.59, 25.33, 9.15], [24.37, 24.38, 9.23], [27.57, 24.85, 8.48], [27.17, 24.00, 9.93], [25.56, 25.96, 8.25], [25.68, 26.04, 9.97], [23.45, 24.95, 9.15], [24.34, 23.79, 10.14], [22.76, 22.01, 4.37], [22.25, 20.87, 4.28], [22.12, 20.28, 2.97], [21.48, 18.98, 3.01], [20.79, 19.16, 4.46], [21.83, 19.87, 5.31], [22.25, 18.23, 2.81], [20.76, 19.01, 2.19], [20.52, 18.16, 4.79], [19.93, 19.81, 4.31], [22.71, 19.26, 5.50], [21.38, 20.40, 6.16]]
}

=====

Record 3
{
  "formula": "C3H11NO2",
  "method": "ωB97M-V with the def2-TZVPD basis set",
  "e_homo_ev": -9.0,
  "de_lowest_ev": 0.963,
  "smiles": "C[C@H](N)CO.O",
  "elements": ["C", "O", "C", "C", "N", "H", "H", "H", "H", "H", "H", "H", "H", "H", "H", "H", "O"],
  "positions_angstrom": [[0.95, -0.05, 1.62], [-0.32, 0.59, 1.89], [1.14, -0.40, 0.12], [2.57, -0.96, 0.00], [0.73, 0.78, -0.66], [1.06, -0.93, 2.34], [1.75, 0.59, 2.03], [-0.77, -0.21, 2.18], [0.49, -1.21, -0.23], [2.80, -1.43, -0.95], [3.17, -0.04, -0.04], [2.83, -1.68, 0.79], [1.40, 1.07, -1.35], [0.51, 1.57, -0.07], [-4.27, -0.83, -2.31], [-4.42, 0.23, -3.41], [-4.37, 0.12, -2.46]]
}

=====

no.,Kohn-Sham gap (eV)
1,9.0395
2,2.6883
3,9.9537